1.
This record from the Open Molecules 2025 dataset describes a cluster of 7 separate species, C24H57FIN6O6P2 in total in a non-equilibrium geometry. The level of theory is the ωB97M-V functional and the def2-TZVPD basis.

Properties
Net charge = +1
Lowest unoccupied orbital energy = -4.0736 eV
Energy relative to the best compared isomer or geometry (same formula, charge and spin) = 84.56 kJ/mol
Orbital gap = 0.2356 hartree

Last column: Mulliken charge in e.
Positions of all 97 atoms, in Å:
C -1.51746 -2.67876 0.18535  -0.800
C -0.65360 -3.37837 1.29164  -0.530
C 0.76570 -2.72835 1.48635  0.958
C 1.81635 -3.81911 1.07616  -2.041
P 1.05055 -2.04277 3.17859  0.447
F -0.26241 -2.24109 4.04681  -0.213
I 2.75672 -3.36340 4.30345  0.110
P 1.52552 0.04452 3.31641  0.075
C 0.49870 1.05932 2.15951  -0.797
C 3.34306 0.37270 3.16878  -0.347
H -0.96547 -1.86872 -0.31831  0.273
H -2.46455 -2.32348 0.62233  0.258
H -1.81912 -3.38599 -0.60488  0.112
H -0.51149 -4.41503 0.94248  0.298
H -1.24622 -3.45294 2.21368  0.264
H 0.86338 -1.92929 0.73337  0.082
H 1.71537 -4.68275 1.75362  0.538
H 1.53372 -4.19563 0.07952  0.473
H 2.84546 -3.43520 1.04830  0.441
H -0.56328 0.92814 2.43272  0.452
H 0.61505 0.81315 1.09204  0.019
H 0.70750 2.13026 2.32553  0.404
H 3.96399 -0.52807 3.04984  0.333
H 3.63885 0.87421 4.10596  0.394
H 3.59296 1.08561 2.35131  -0.136
C 5.98989 2.00701 1.15395  0.104
O 4.77066 2.05189 1.27892  -0.690
N 6.77527 3.06131 0.90802  0.127
C 8.21615 2.93349 0.77195  -0.921
C 6.16739 4.37589 0.77280  -0.826
H 6.54824 1.06137 1.23821  0.293
H 8.70647 3.54472 1.53108  0.348
H 8.51764 3.27730 -0.21859  0.351
H 8.52372 1.89709 0.89713  0.290
H 5.63693 4.62791 1.69188  0.307
H 5.44980 4.36163 -0.04829  0.160
H 6.93126 5.12374 0.57598  0.388
C -4.07106 -4.83926 2.49707  0.053
O -4.32401 -5.03446 1.32105  -0.644
N -4.33315 -5.69142 3.50300  0.102
C -3.99848 -5.38214 4.88004  -0.970
C -4.97321 -6.96342 3.20009  -0.878
H -3.58750 -3.90612 2.83754  0.334
H -3.30905 -6.13680 5.26380  0.355
H -4.90773 -5.38451 5.48371  0.362
H -3.52835 -4.40230 4.95058  0.301
H -4.34971 -7.53048 2.50807  0.222
H -5.93833 -6.78086 2.72594  0.312
H -5.11772 -7.53682 4.11239  0.390
C 0.60023 4.02072 -1.46974  0.050
O -0.58023 3.97320 -1.75676  -0.579
N 1.43734 2.96332 -1.47873  0.353
C 2.83871 3.08000 -1.12001  -0.876
C 0.91532 1.66034 -1.85806  -1.019
H 1.09173 4.96106 -1.16591  0.353
H 3.45478 2.76566 -1.96620  0.334
H 3.04280 2.43718 -0.26432  0.274
H 3.08948 4.10695 -0.85903  0.261
H 0.51214 1.70517 -2.87017  0.220
H 0.10735 1.37991 -1.17776  0.349
H 1.70620 0.91370 -1.81551  0.342
C 0.65727 2.83152 -6.68000  0.123
O 0.54045 1.70788 -6.22625  -0.578
N 0.11552 3.94201 -6.13992  0.164
C 0.29621 5.25389 -6.72914  -0.908
C -0.67400 3.81132 -4.92685  -0.561
H 1.23684 3.03345 -7.59664  0.262
H 0.78918 5.91099 -6.00911  0.311
H -0.67797 5.67239 -6.99027  0.325
H 0.90733 5.19031 -7.62784  0.307
H -0.05875 3.37998 -4.14115  -0.195
H -1.51615 3.14320 -5.11394  0.307
H -1.04316 4.78257 -4.60702  0.423
C -2.97392 -8.00027 -0.29318  0.717
O -2.55380 -9.09260 0.04279  -0.624
N -3.02607 -7.54429 -1.56179  0.087
C -3.54124 -6.22590 -1.87269  -0.771
C -2.55342 -8.39784 -2.63790  -0.976
H -3.35764 -7.27085 0.43926  -0.230
H -4.39856 -6.31829 -2.54284  0.343
H -2.75968 -5.63978 -2.36441  0.317
H -3.85423 -5.71237 -0.96444  0.209
H -3.12982 -9.32392 -2.64868  0.292
H -1.50403 -8.64709 -2.47184  0.304
H -2.66100 -7.89019 -3.59393  0.390
C -2.62185 6.29594 2.32395  0.071
O -2.10238 5.22722 2.59527  -0.594
N -2.78226 6.78317 1.07772  0.183
C -3.40887 8.06603 0.82601  -0.898
C -2.30903 5.99141 -0.04562  -0.909
H -3.01253 6.96897 3.10547  0.274
H -4.29247 7.92216 0.20085  0.321
H -2.70356 8.71943 0.30805  0.319
H -3.70844 8.53722 1.76055  0.305
H -2.81594 5.02641 -0.04728  0.280
H -1.23894 5.81808 0.06117  0.207
H -2.50336 6.50691 -0.98307  0.406

2.
This record from the Open Molecules 2025 dataset describes an isolated molecule of C3H3F4IN2O3S2 in a non-equilibrium geometry. The level of theory is the ωB97M-V functional and the def2-TZVPD basis.

Properties
Net charge = 0
Lowest unoccupied orbital energy (alpha / beta) = -1.7098 / -2.2976 eV
Orbital gap (alpha / beta) = 0.2916 / 0.2776 hartree

Last column: Mulliken charge in e.
Positions of all 18 atoms, in Å:
C 0.86646 -1.62727 0.10069  -1.257
C 1.62916 1.10682 0.08852  0.388
C -0.24266 -2.09496 -0.67110  0.977
N -0.37223 2.27123 1.87054  -0.671
N -0.99374 0.40332 0.19571  -0.371
O -0.57008 2.78218 -0.54195  -0.592
O -0.32599 0.19728 -2.27003  -0.586
O -2.48666 -0.69235 -1.55817  -0.587
F 2.26786 1.58711 -0.95869  -0.202
F 2.47375 1.13889 1.13353  -0.192
F -1.26173 -2.69450 -0.04972  -0.228
F -0.06745 -2.81379 -1.80723  -0.247
S -0.15413 1.87400 0.44961  1.024
S -1.12624 -0.45971 -1.26436  1.019
I 0.51188 -1.60234 2.18812  0.161
H 1.78497 -1.31309 -0.27180  0.764
H -0.17408 1.65466 2.58034  0.264
H -1.75911 0.28252 0.78599  0.335

3.
This record from the Open Molecules 2025 dataset describes a structure of composition C32H60F4INO12S4 in a non-equilibrium geometry. The level of theory is the ωB97M-V functional and the def2-TZVPD basis.

Properties
Net charge = 0
Lowest unoccupied orbital energy = -0.9357 eV
Orbital gap = 0.2917 hartree

Last column: Mulliken charge in e.
Positions of all 114 atoms, in Å:
C 1.56384 -4.29985 1.01439  -0.489
O 1.86758 -3.27057 2.02823  -0.294
C 3.29343 -2.84522 1.93997  -0.622
C 3.37974 -1.36417 1.20612  0.493
C 3.34647 -0.10453 2.28072  -0.678
C 1.89902 0.68348 2.33471  0.246
C 1.93160 2.16884 1.60647  -0.258
C 0.85692 3.23603 2.26810  -0.790
C -0.50553 3.45794 1.36540  -0.172
C -1.85000 3.77064 2.30991  -0.948
C -2.48522 2.28687 2.79207  0.741
C -3.81065 2.12014 1.88963  -1.299
C -4.77901 0.88057 1.89954  -1.092
C -4.49775 -0.65070 1.47772  2.745
S -4.02109 -1.54063 3.10000  0.962
O -5.22516 -1.97908 3.98455  -0.541
O -3.21859 -2.87742 2.84520  -0.538
C -3.05749 -0.63166 4.38920  0.706
F -1.62301 -0.39448 4.18532  -0.185
F -3.78946 0.50900 5.06086  -0.239
F -3.00648 -1.62158 5.55104  -0.250
C -5.97484 -1.27784 0.99066  -2.537
I -6.18315 -3.49480 1.30396  0.400
C -7.32220 -0.73295 1.65051  0.819
C -8.65672 -1.72567 1.59329  -1.322
F -7.38498 -0.35974 3.08138  -0.399
C -6.20150 -1.31118 -0.64600  -0.030
C -6.62161 0.09726 -1.36959  -0.504
C -6.31024 0.11952 -3.01301  -0.416
N -6.97468 -1.03608 -3.74583  -0.654
O -5.31182 -2.19015 -1.40347  -0.231
S -3.71534 -2.25397 -0.93773  1.585
O -2.92631 -2.04587 -2.29702  -0.609
O -3.19129 -3.64763 -0.43023  -0.644
C -3.32244 -0.84840 0.29776  0.176
S -3.31484 0.53704 -1.02667  -0.142
C -1.79032 -0.81243 0.79831  -0.370
C -0.62958 -1.44192 -0.18755  0.245
C 0.04961 -0.31170 -1.21888  -0.252
S 0.11229 -0.94865 -3.02001  -0.354
H 1.37678 -3.80820 -0.03579  0.129
H 0.56656 -4.85928 1.31251  0.225
H 2.40692 -5.12796 0.92030  0.303
H 3.94988 -3.61606 1.31002  0.304
H 3.70442 -2.81579 3.05360  0.246
H 4.38769 -1.27527 0.59379  0.251
H 2.49705 -1.33015 0.42613  -0.458
H 4.18720 0.65823 1.96454  0.009
H 3.64501 -0.48957 3.36171  0.358
H 1.00551 0.08332 1.86463  -0.447
H 1.63652 0.83668 3.47920  0.416
H 3.02239 2.59726 1.81246  0.270
H 1.84500 2.10235 0.41904  0.071
H 1.42815 4.27295 2.34623  0.322
H 0.65328 2.87034 3.36116  0.306
H -0.36690 4.38950 0.64002  0.411
H -0.69587 2.51023 0.66595  -0.028
H -1.43480 4.38467 3.22880  0.389
H -2.63534 4.41744 1.72802  0.317
H -1.59527 1.56264 2.60695  -0.545
H -2.67016 2.48247 3.95590  0.327
H -3.52788 2.61653 0.83617  0.278
H -4.50732 3.00365 2.32799  0.373
H -5.22560 0.85426 3.00844  0.507
H -5.64987 1.27430 1.17348  0.135
H -7.70612 0.26855 1.11801  0.304
H -9.57328 -0.97144 1.74964  0.360
H -8.73688 -2.43805 2.54809  0.366
H -8.86182 -2.24503 0.58367  0.301
H -7.22958 -1.92779 -0.76193  0.415
H -6.13820 1.06261 -0.93023  0.046
H -7.80171 0.26688 -1.29932  0.403
H -5.16760 0.24293 -3.23025  0.176
H -6.86506 1.10313 -3.40026  0.417
H -7.28488 -0.66624 -4.68588  0.275
H -6.21235 -1.72136 -3.94236  0.252
H -2.41543 1.54895 -0.69337  0.055
H -1.48280 0.34267 0.84472  -0.962
H -1.52457 -1.24394 1.83907  0.130
H -0.89805 -2.44472 -0.71629  0.963
H 0.29964 -1.72678 0.51270  -0.737
H 1.20041 -0.14752 -0.94253  0.063
H -0.44164 0.74557 -1.12773  0.272
H -0.06416 0.11616 -3.91969  0.151
C 2.67710 -3.08262 -5.43142  -1.097
C 3.13244 -2.07169 -4.39442  0.135
O 4.56284 -2.00624 -4.34435  -0.380
C 5.15093 -1.27779 -5.32484  0.735
O 4.57547 -0.67825 -6.21851  -0.561
O 6.49534 -1.35121 -5.15566  -0.333
C 7.24310 -0.69495 -6.17701  -0.658
H 3.14964 -4.05465 -5.25579  0.307
H 1.59086 -3.20469 -5.40365  0.302
H 2.96239 -2.76971 -6.44085  0.321
H 2.79412 -2.39101 -3.40290  0.141
H 2.70150 -1.08046 -4.57804  0.302
H 6.91202 0.33981 -6.31166  0.300
H 7.15944 -1.25246 -7.11514  0.298
H 8.29355 -0.68242 -5.87396  0.231
C 9.56094 3.74836 1.89110  -1.079
C 8.74994 4.54614 0.88584  -0.148
O 8.43291 3.74544 -0.25924  -0.388
C 7.40160 2.87974 -0.10174  0.723
O 6.72987 2.73779 0.90716  -0.565
O 7.26067 2.17799 -1.25462  -0.350
C 6.25918 1.16481 -1.19581  -0.485
H 10.44192 3.30768 1.41292  0.295
H 9.88598 4.38390 2.71936  0.351
H 8.97615 2.91949 2.30247  0.296
H 9.34659 5.39159 0.52699  0.294
H 7.84104 4.96164 1.33663  0.296
H 5.30142 1.56977 -0.85348  0.232
H 6.59079 0.35214 -0.54196  0.307
H 6.12173 0.76426 -2.20383  0.208

4.
This record from the Open Molecules 2025 dataset describes an isolated molecule of C5H10N2O in a non-equilibrium geometry. The level of theory is the ωB97M-V functional and the def2-TZVPD basis.

Properties
Net charge = 0
Lowest unoccupied orbital energy (alpha / beta) = 0.4232 / 0.4224 eV
Energy relative to the best compared isomer or geometry (same formula, charge and spin) = 370.46 kJ/mol
Orbital gap (alpha / beta) = 0.3137 / 0.3137 hartree

Last column: Mulliken charge in e.
Positions of all 18 atoms, in Å:
C 0.97118 0.21362 -0.62624  -0.641
C 1.53438 1.37171 -0.07257  0.075
C 0.08959 -2.50747 0.28939  -0.956
C -1.22439 2.00276 -0.66077  -0.733
C -0.44441 -1.18889 0.85162  -0.273
N -0.23050 -0.01947 -0.01040  0.718
N -0.95241 0.98770 0.30277  -0.727
O 0.86851 2.13236 0.63577  -0.577
H 1.54290 -0.56809 -1.08207  0.313
H 2.61128 1.50156 -0.22287  0.383
H -0.72779 -3.18479 0.05600  0.300
H 0.66092 -2.35635 -0.62109  0.303
H 0.74212 -2.99570 1.00789  0.264
H -0.65688 1.87856 -1.58989  0.339
H -2.30039 1.96617 -0.85694  0.311
H -0.99294 2.97613 -0.23133  0.271
H -1.52206 -1.24533 1.01863  0.352
H 0.03088 -0.96449 1.81212  0.276